Below is a cluster of 14 separate species, C50H101ClN10O29 in total in a non-equilibrium geometry, with properties calculated with ωB97M-V/def2-TZVPD.

Computed properties:
- DFT total energy (eV) = -140256.32500
- gap between HOMO and LUMO (eV) = 4.86

Structure (XYZ):
```
191
Properties=species:S:1:pos:R:3:forces:R:3
C 2.08375 0.01353 0.41946 -1.55 0.04 -0.35
N 0.69407 0.73337 0.15256 0.04 -0.34 1.96
C -0.44807 -0.22339 0.59168 0.77 1.18 -0.53
C 0.62526 1.93457 1.18328 0.63 -0.26 -0.52
C 0.51809 1.21492 -1.30066 0.17 0.36 0.86
C 0.21049 0.15660 -2.39776 -1.26 1.84 2.16
O 0.92230 -1.01404 -2.18880 0.41 -0.19 -0.82
H 1.98032 -0.99471 0.01838 0.07 0.19 -0.03
H 2.21810 -0.03208 1.50019 -0.07 0.13 -0.13
H 2.92289 0.51863 -0.05890 -0.38 0.27 -0.02
H -0.27215 -0.49070 1.63365 0.13 -0.25 -0.26
H -0.48768 -1.06395 -0.10113 0.03 0.06 0.32
H -1.34985 0.38804 0.55970 -0.09 -0.23 -0.16
H 0.59720 1.62392 2.22770 0.17 -0.94 -0.25
H -0.25624 2.57324 1.12704 0.02 -0.16 -0.95
H 1.55185 2.50114 1.09094 -0.22 0.15 -0.36
H 1.38809 1.85495 -1.44748 0.25 -0.38 -0.42
H -0.30654 1.92727 -1.27525 -0.19 -0.11 0.02
H 0.23567 0.74288 -3.31632 0.90 -0.49 -0.56
H -0.85122 -0.07143 -2.30360 -0.29 0.00 0.12
H 0.37794 -1.65700 -2.64911 0.44 -0.75 -0.05
Cl -1.30829 8.94882 2.85275 -0.45 1.94 -1.91
O -0.42842 9.26056 3.87724 2.52 -0.51 3.57
O -1.69530 7.58588 2.80053 0.38 -1.94 -0.22
O -2.47218 9.71534 3.04631 -2.41 1.16 0.07
O -0.64476 9.40542 1.66058 0.00 -0.82 -1.60
C 4.73343 -2.20547 -6.60751 1.09 0.27 -0.56
N 5.20801 -0.87997 -7.17721 0.01 2.31 -0.90
O 6.41259 -0.61398 -7.08408 -1.80 -0.74 0.07
O 4.39121 -0.10455 -7.73354 1.34 -2.13 1.39
H 4.19708 -2.07528 -5.66756 -0.17 0.28 -0.39
H 5.67563 -2.72049 -6.42009 -0.26 -0.14 0.06
H 4.18171 -2.70215 -7.40563 -0.22 0.15 0.34
C 7.27967 5.32585 4.56216 -1.84 2.18 0.13
N 6.62528 4.00275 4.35717 1.59 1.11 -0.01
O 5.43326 3.93060 4.28842 -1.11 0.37 0.13
O 7.38626 3.10046 4.22334 1.19 -2.19 -0.22
H 6.87034 5.73247 5.48694 0.10 -0.20 0.14
H 6.79844 5.94713 3.80684 0.11 0.10 -0.12
H 8.35060 5.52502 4.52292 -0.06 -1.37 -0.09
C -6.70697 -1.10445 3.08857 0.65 0.73 0.27
N -6.74858 -1.26341 1.60936 0.97 -1.71 -0.88
O -5.71755 -1.69651 1.06279 -1.25 0.72 0.85
O -7.75569 -0.95518 1.01757 0.16 0.10 0.33
H -7.69420 -1.11286 3.55051 0.11 0.25 -0.48
H -6.18697 -0.14699 3.11999 -0.45 0.33 0.63
H -6.02993 -1.77569 3.61693 -0.13 -0.42 -0.71
C -1.43097 -2.91309 -7.87989 -0.44 0.55 0.34
C -2.29754 -3.53228 -6.76981 0.03 0.30 -2.18
C -3.40023 -4.46109 -7.39784 -0.58 1.43 -1.40
O -4.04733 -5.38032 -6.57672 -0.74 -1.78 1.14
C -5.20508 -6.11124 -7.11780 0.87 0.64 -0.85
N -1.45919 -4.27885 -5.87401 -0.97 0.12 0.87
H -2.05782 -2.43661 -8.63363 0.07 -0.25 -0.31
H -0.68663 -3.58216 -8.31164 -0.29 -0.23 -0.14
H -0.88135 -2.08846 -7.42602 0.18 -0.02 0.06
H -2.74792 -2.64670 -6.32147 -0.24 -0.36 0.73
H -2.91202 -4.90417 -8.26584 -0.01 -0.63 -0.17
H -4.20480 -3.83177 -7.77828 0.09 0.53 -0.47
H -4.98498 -6.73305 -7.98556 0.85 0.04 -0.19
H -5.96265 -5.43860 -7.51998 -0.09 0.42 0.47
H -5.65725 -6.83558 -6.44034 0.42 0.65 0.73
H -0.94796 -4.96467 -6.41104 0.19 -0.16 -0.21
H -2.26215 -4.78095 -5.52292 0.67 -1.20 1.62
C -3.63671 -6.91740 -0.51064 2.46 -0.03 0.79
C -5.07365 -7.18992 -0.59708 -1.36 -1.69 -0.14
C -5.75536 -7.12026 0.81652 1.95 0.42 -0.89
O -5.10030 -8.06190 1.66223 -0.92 -0.58 1.01
C -5.88245 -8.18303 2.88390 -0.45 -0.14 -1.54
N -5.72102 -6.31293 -1.56705 -0.41 0.61 1.19
H -3.39994 -5.94428 -0.08046 -0.27 0.21 0.42
H -3.03595 -6.89186 -1.41978 -0.60 -0.32 -0.58
H -3.14816 -7.67405 0.10329 0.07 0.11 0.26
H -5.20867 -8.23160 -0.88824 -0.09 -0.16 -0.25
H -6.83520 -7.25394 0.75199 0.00 -0.03 0.02
H -5.44882 -6.16510 1.24291 -0.75 0.68 -0.03
H -5.97759 -7.22243 3.39016 0.38 0.00 0.28
H -5.58040 -9.01034 3.52611 0.65 0.34 -0.16
H -6.88582 -8.44261 2.54631 -0.34 -0.06 0.21
H -5.35841 -6.39109 -2.50646 0.24 -0.46 -0.02
H -5.31214 -5.46045 -1.21183 -0.57 1.11 -0.60
C 6.22244 3.70067 -2.49462 -0.16 0.80 0.83
C 6.73228 4.96317 -1.70159 1.27 -0.46 0.09
C 5.69753 5.69083 -0.84246 -0.34 0.37 -0.75
O 6.02148 7.07226 -0.77219 -0.11 -0.44 -0.01
C 5.16840 7.86787 0.04477 0.46 0.52 -0.11
N 7.86117 4.52478 -0.87320 0.35 -0.48 0.57
H 6.17007 2.90846 -1.74778 -0.35 -0.08 0.05
H 6.88886 3.29331 -3.25490 0.32 0.57 0.05
H 5.25002 3.86090 -2.96026 -0.09 0.02 0.03
H 7.21690 5.72934 -2.30675 -0.80 0.03 -0.75
H 5.61881 5.33538 0.18494 0.01 -0.63 0.06
H 4.74408 5.55957 -1.35413 -0.48 0.12 0.20
H 5.64701 8.12248 0.99040 0.34 -0.01 0.06
H 4.20113 7.46283 0.34217 -0.10 -0.42 -0.58
H 5.04293 8.78695 -0.52764 -0.33 0.07 0.26
H 8.72530 5.01127 -1.06474 -0.13 0.06 -0.03
H 7.65713 4.63797 0.10948 0.11 -0.04 0.05
C 2.88700 -0.46283 7.63143 -0.36 -0.99 0.15
C 1.87682 -1.30342 8.42855 1.97 2.45 0.42
C 1.28966 -0.39995 9.54716 -0.18 -0.80 0.54
O 0.76449 -1.25917 10.57520 -1.38 1.63 0.15
C -0.28140 -0.58347 11.36472 1.29 -0.73 -0.17
N 0.83240 -1.73814 7.54398 0.59 -0.83 0.43
H 3.25110 -1.07890 6.80923 0.20 0.03 0.03
H 3.71313 -0.17127 8.27998 -0.04 0.46 -0.29
H 2.31806 0.34317 7.16800 0.38 0.47 0.18
H 2.37500 -2.16940 8.86443 0.00 0.03 0.14
H 0.53248 0.22863 9.07849 -0.74 -0.20 -0.17
H 1.88621 0.38387 10.01390 0.99 -0.37 0.03
H 0.01815 0.37287 11.79345 0.61 0.16 -0.20
H -0.43528 -1.23558 12.22448 -0.46 -0.09 -0.29
H -1.17500 -0.36070 10.78168 -0.11 -0.49 -0.13
H 0.53745 -2.47724 8.16595 -1.86 -0.26 -0.64
H 0.21702 -0.93739 7.52942 -0.91 -0.51 -0.22
C -0.69535 6.01352 -4.69938 -1.47 1.06 0.86
C -1.12427 6.77314 -3.32871 1.44 -0.15 -3.33
C -2.53292 6.44449 -2.95046 -0.94 -0.64 -0.17
O -3.53024 6.48276 -3.99566 1.19 -2.01 0.78
C -3.90213 7.71117 -4.42723 -0.59 2.07 -0.41
N -0.16113 6.44405 -2.28471 -0.65 -0.36 0.14
H -1.28767 6.33080 -5.55763 -0.31 0.59 0.18
H -0.99789 4.96682 -4.66836 0.80 -0.29 0.40
H 0.32054 6.25363 -5.01312 0.22 -0.53 0.49
H -0.96649 7.83507 -3.51707 -0.61 0.31 -0.41
H -2.87042 7.04182 -2.10348 -0.04 0.15 0.15
H -2.50361 5.39681 -2.65112 -0.22 -0.06 0.19
H -4.34298 8.31059 -3.63071 0.14 0.27 0.38
H -4.69589 7.66820 -5.17301 0.07 -0.55 -0.14
H -3.08618 8.27368 -4.88101 0.23 0.18 -0.02
H -0.39399 7.12020 -1.57148 0.42 -0.04 0.79
H 0.72511 6.74178 -2.66688 0.33 -0.04 0.22
C -6.40622 0.26295 -5.02384 1.24 -1.92 0.53
C -6.91294 0.98142 -6.20586 -2.72 -0.68 -2.26
C -8.18742 0.27237 -6.88732 1.59 -1.17 3.16
O -8.60742 0.79880 -8.05079 -0.08 0.58 -2.57
C -9.47802 -0.08915 -8.74612 -0.67 0.94 -0.19
N -7.21481 2.27439 -5.78310 -0.64 2.65 0.88
H -6.43667 -0.82044 -5.13985 0.17 -0.17 -0.32
H -6.87670 0.39278 -4.04922 -0.38 0.74 -0.31
H -5.35224 0.52965 -4.94596 0.13 -0.06 0.41
H -6.22145 1.02575 -7.04726 0.65 -0.56 0.00
H -9.03696 0.13339 -6.21869 -0.15 0.55 0.74
H -7.83644 -0.75622 -6.97025 0.26 -0.51 -0.67
H -9.63753 0.21034 -9.78196 0.88 0.18 -0.15
H -10.49599 0.05775 -8.38521 -0.13 -0.56 0.71
H -9.14693 -1.12693 -8.70745 -0.01 0.00 0.15
H -7.25164 2.98395 -6.50092 -0.11 -0.16 -0.20
H -6.55289 2.59484 -5.09081 -0.02 0.14 0.07
C -4.49814 3.27179 8.89893 -2.76 1.07 3.27
C -3.96832 2.72899 7.85178 1.93 1.71 -2.59
C -4.12054 1.34959 7.46409 1.83 -3.05 -1.99
O -3.50473 0.77121 6.50950 -2.15 2.17 2.94
C -4.95431 0.60816 8.40061 -1.64 -0.74 0.05
C -5.63889 1.11638 9.45149 -0.42 1.27 0.97
C -5.54223 2.63056 9.80654 1.81 0.19 -0.61
O -6.12783 3.21718 10.70614 0.61 -1.46 -1.36
O -6.48524 0.41656 10.24027 0.60 -0.67 -1.09
O -3.20021 3.51718 7.04850 0.10 -1.06 -0.51
H -4.26667 4.31392 9.06259 -0.17 0.15 0.38
H -5.21396 -0.38566 8.06701 0.31 -0.36 0.29
H -6.55302 0.79466 11.12006 -0.10 0.59 0.10
H -3.45582 4.43714 7.14825 0.09 0.19 0.10
C 9.30206 -2.54060 -1.20118 1.36 -1.41 -1.89
C 10.39153 -2.88225 -1.98033 0.10 0.01 -0.19
C 11.78587 -2.28693 -1.77005 0.85 2.01 0.21
O 12.83034 -2.57414 -2.38342 -2.99 -0.15 1.26
C 11.70729 -1.14462 -0.79890 0.40 -0.71 1.07
C 10.63429 -0.80149 -0.04965 0.29 -0.32 0.47
C 9.32791 -1.52693 -0.19380 -2.67 1.13 1.07
O 8.28121 -1.22959 0.45811 3.29 -0.47 -1.25
O 10.76252 0.08222 0.97271 0.06 -0.73 -1.09
O 10.30754 -3.66583 -3.06677 -1.22 -0.09 0.74
H 8.35594 -3.01630 -1.41321 -0.08 0.04 -0.01
H 12.61013 -0.79116 -0.32314 0.54 0.28 -0.74
H 9.92716 0.07632 1.44571 -0.58 0.17 0.26
H 11.16643 -3.94686 -3.39070 0.63 0.27 0.09
C 3.71082 -5.45955 3.95004 -0.01 -0.79 -1.81
C 2.67739 -5.44362 3.07656 -0.83 0.82 1.16
C 2.73243 -5.81731 1.61059 -3.23 0.49 -0.59
O 1.75414 -5.62630 0.81975 3.44 -0.52 2.60
C 3.97031 -6.43013 1.28007 0.20 0.19 -1.26
C 5.03835 -6.46859 2.08879 1.50 0.14 -1.02
C 5.06709 -5.93307 3.48272 -2.38 1.00 2.37
O 5.99847 -5.87118 4.26314 0.40 -0.61 -1.56
O 6.21501 -6.84520 1.54868 -0.45 -0.12 0.07
O 1.43186 -5.10698 3.47101 -0.52 -0.08 -0.87
H 3.45616 -5.29593 4.98676 0.61 0.18 0.16
H 4.03472 -6.61151 0.21737 0.51 -0.52 -0.03
H 6.92914 -6.72399 2.17870 0.21 0.02 0.49
H 1.34619 -4.48563 4.19777 0.54 -0.11 0.33
```
Forces are in eV/Å.